1.
The following is a DFT calculation (wB97M-V/def2-TZVPD) of a single C4H6N2O molecule at a distorted geometry.

CARTESIAN COORDINATES (ANGSTROEM)
H: -2.24 -0.87 0.06
H: -1.42 -2.26 -0.65
H: 2.43 -0.87 -0.57
H: 3.62 0.28 -0.07
N: 2.64 0.05 -0.19
C: 1.71 0.89 0.20
O: -0.33 -0.55 -0.73
H: -2.31 2.44 0.01
C: -1.26 -1.36 -0.05
H: -0.91 -1.65 0.96
C: 0.39 0.58 0.19
N: -1.62 2.01 0.61
C: -0.70 1.32 0.23

Values from the calculation:
* electronic energy: -340.60025 hartree
* total charge: 0
* F_max: 3.74 eV/A
* gap between HOMO and LUMO: 8.6 eV
* relative energy (zero: lowest compared OMol25 entry of this formula, charge and spin): 511.1 kJ/mol
* spin multiplicity: 1

Löwdin population analysis, charges in e, atoms 1 to 2: number 1, H, carries 0.07; number 2, H, carries 0.08

---

2.
The following is a DFT calculation (wB97M-V/def2-TZVPD) of 2 unconnected molecules or ions with the total composition C15H29F4N4O2 at a distorted geometry.

CARTESIAN COORDINATES (ANGSTROEM)
H: 3.37 -4.77 -1.92
H: -1.53 3.93 2.60
N: 3.54 -0.42 -0.37
H: -0.92 -0.44 -1.19
H: 0.21 -3.29 -3.47
H: -0.28 -0.22 -3.59
O: -2.54 4.26 5.08
H: -1.52 -1.94 1.15
H: 3.38 1.47 -1.44
H: 3.87 -2.86 -3.73
H: -1.28 -3.66 -1.66
H: 1.65 -4.09 -1.53
H: -1.53 -3.84 0.95
H: -2.44 -1.26 -1.95
N: 1.93 -0.92 -2.26
H: -2.98 -2.85 0.22
O: -3.97 3.24 3.62
H: 2.37 -3.97 -4.21
F: -5.02 2.49 6.28
H: 2.09 0.04 -2.66
C: -3.68 4.24 2.63
F: -2.94 2.14 6.87
C: 2.96 -1.34 -1.26
N: 0.39 -2.30 -3.75
C: -1.25 -1.36 -1.87
C: 1.79 -1.83 -3.45
H: 1.33 0.38 0.83
C: 1.66 1.33 0.18
C: -1.82 -2.82 0.41
C: -3.33 3.36 4.82
C: 2.71 -3.77 -1.91
C: 3.21 1.06 -0.33
C: -3.77 2.26 5.79
F: 0.72 1.54 -0.99
H: 0.17 -2.74 -0.69
H: 2.56 3.02 1.53
F: -3.81 1.03 5.20
H: 1.08 3.56 0.35
H: 3.20 -3.01 -0.02
H: 2.14 -1.20 -4.40
C: -0.68 -1.33 -3.39
C: 2.76 -3.16 -3.43
H: -4.51 4.23 1.91
H: 4.25 -0.76 0.35
H: -2.42 2.90 1.49
N: 3.45 -2.79 -1.03
H: -1.59 -1.46 -4.14
C: -2.38 3.91 1.91
H: -3.65 5.23 3.08
C: 1.52 2.73 1.08
H: -2.20 4.63 1.11
H: 4.00 1.62 0.35
C: -0.96 -2.72 -1.01
H: 0.68 2.52 1.87

Values from the calculation:
* electronic energy: -1357.49712 hartree
* total charge: +1
* F_max: 5.07 eV/A
* gap between HOMO and LUMO: 8.5 eV
* spin multiplicity: 1

Löwdin population analysis, charges in e, atoms 1 to 2: number 1, H, carries 0.15; number 2, H, carries 0.07

---

3.
The following is a DFT calculation (wB97M-V/def2-TZVPD) of a molecular structure, C23H31N6PTl at a distorted geometry.

CARTESIAN COORDINATES (ANGSTROEM)
C: 15.60 12.82 9.35
H: 17.79 12.73 8.63
P: 7.89 14.36 9.17
H: 5.64 14.88 9.84
H: 9.68 10.30 10.11
H: 9.54 15.19 13.75
C: 10.50 20.69 9.95
H: 13.66 14.02 13.58
H: 7.13 16.68 8.63
H: 8.39 16.64 9.98
C: 11.60 14.62 13.87
H: 8.77 8.14 9.16
H: 15.03 14.29 5.77
C: 9.82 8.09 8.68
N: 10.64 10.24 9.65
H: 8.25 13.93 6.87
N: 10.90 19.61 9.25
H: 11.18 21.12 6.33
C: 10.51 9.41 8.48
H: 10.18 22.82 10.18
H: 11.53 9.22 8.05
N: 9.59 7.42 7.35
C: 10.12 14.09 12.05
C: 10.46 22.00 9.48
H: 9.06 14.23 11.78
H: 6.13 13.23 10.36
C: 6.46 14.31 10.24
H: 11.29 9.85 10.32
C: 15.18 13.92 6.78
N: 10.47 24.44 6.96
H: 13.08 13.66 7.15
H: 17.34 14.10 6.76
C: 12.42 13.46 11.86
H: 10.44 7.35 6.71
C: 14.07 13.62 7.58
C: 8.05 16.26 9.00
H: 11.24 18.90 7.20
N: 13.55 13.23 11.07
Tl: 10.71 13.27 9.16
C: 14.29 13.17 8.91
H: 10.46 7.41 9.32
H: 9.20 6.51 7.47
H: 9.90 9.95 7.68
H: 8.84 8.04 6.91
C: 16.48 13.62 7.29
H: 7.14 12.79 7.37
H: 10.20 20.45 10.94
C: 7.37 13.84 7.48
C: 11.08 19.75 7.91
C: 10.93 20.98 7.35
C: 16.73 12.98 8.50
C: 10.61 23.39 7.44
C: 11.11 13.54 11.27
N: 13.26 13.30 9.81
C: 10.72 22.14 8.14
H: 15.71 12.49 10.37
H: 8.85 16.44 8.20
H: 11.88 15.14 14.78
C: 10.35 14.63 13.32
H: 6.55 14.49 7.12
C: 12.63 13.94 13.22
H: 6.79 14.72 11.19

Values from the calculation:
* electronic energy: -1736.19237 hartree
* total charge: +3
* F_max: 3.38 eV/A
* gap between HOMO and LUMO (spin up / spin down): 2.9 / 3.1 eV
* spin multiplicity: 1

Löwdin population analysis, charges in e, atoms 1 to 2: number 1, C, carries 0.03; number 2, H, carries 0.13